A structure of composition C5H5N3O5S in a non-equilibrium geometry. Source: the Open Molecules 2025 dataset; level of theory: wB97M-V/def2-TZVPD.

XYZ file:
```
19
C5H5N3O5S, DFT wB97M-V/def2-TZVPD
C 1.66600 2.08661 -0.47391
C 0.39405 2.61885 -0.25243
C 1.55080 0.74652 -0.51739
C -0.50440 1.60103 -0.20097
C -0.20036 -0.86299 -0.23971
N 0.20808 0.38945 -0.38701
N -2.12490 -2.46595 0.26509
N -1.50437 -1.09668 -0.11357
O 0.57359 -1.83764 0.07643
O -0.51770 -2.55239 2.29815
O -0.21714 -4.25474 0.54444
O 2.46890 -0.15425 -1.01551
O -1.89175 1.51814 -0.14666
S -0.69950 -2.95950 0.95493
H 2.64716 2.67814 -0.35253
H 0.18985 3.66363 -0.16208
H -2.13407 -0.27476 -0.23622
H 2.21358 -0.96019 -0.64478
H -2.11782 2.11673 0.60372
```

Computed properties:
HOMO = -8.954 eV
energy relative to the best compared isomer or geometry (same formula, charge and spin) = 0.0 kJ/mol
gap between HOMO and LUMO = 0.32436 hartree
largest force on an atom = 4.733 eV/Å

A structure of composition C35H26Cl5LuN3O5S in a non-equilibrium geometry. Source: the Open Molecules 2025 dataset; level of theory: wB97M-V/def2-TZVPD.

XYZ file:
```
76
C35H26Cl5LuN3O5S, DFT wB97M-V/def2-TZVPD
Lu 0.87977 0.61357 1.44901
Cl 0.74325 1.36476 4.55952
C 0.57092 2.93212 3.72472
C 0.44148 2.89821 2.35592
C 0.22019 4.12818 1.76431
Cl 0.02522 4.20634 0.02609
C 0.16172 5.32023 2.47460
Cl -0.11000 6.83822 1.69042
C 0.33653 5.29721 3.86063
Cl 0.30535 6.76093 4.77432
C 0.54074 4.08109 4.51058
Cl 0.75046 4.03455 6.22096
C -1.65775 -2.67669 -4.20637
O -1.00934 -1.64303 -3.49372
C 0.35764 -1.63101 -3.48798
C 1.14555 -2.49714 -4.23456
C 2.52810 -2.37493 -4.18843
C 3.12714 -1.40414 -3.40868
C 2.34289 -0.55168 -2.64498
C 0.96380 -0.66723 -2.66966
N 0.16488 0.24698 -1.92758
C -0.65595 -0.04834 -0.88595
N -1.03167 -1.31455 -0.66560
C -1.25446 -1.84085 0.64894
C -0.58855 -1.31602 1.76083
C -0.87167 -1.95499 2.97627
C -1.74109 -3.03223 3.07305
C -2.37303 -3.53335 1.94121
C -2.12492 -2.92863 0.71813
O -2.66251 -3.35373 -0.47906
C -3.74328 -4.25076 -0.40797
N -0.94143 0.95707 -0.04949
C -2.25375 0.95073 0.47371
C -2.51687 1.19060 1.82005
C -3.81556 1.19878 2.30537
C -4.88465 0.97546 1.45375
C -4.64704 0.77787 0.10255
C -3.35227 0.78188 -0.38596
O -3.14989 0.59599 -1.73995
C -2.83506 1.80854 -2.41831
H -2.72009 -2.53899 -4.02052
H -1.34902 -3.66073 -3.84157
H -1.45822 -2.60284 -5.27921
H 0.68930 -3.25523 -4.85405
H 3.13591 -3.05145 -4.77572
H 4.20379 -1.31195 -3.36988
H 2.77794 0.20456 -2.00514
H 0.47825 1.20937 -1.90702
H -1.05123 -1.94762 -1.44825
H -0.39490 -1.60419 3.88767
H -1.93207 -3.49646 4.03406
H -3.04368 -4.37810 2.01730
H -4.14023 -4.33158 -1.41872
H -4.52358 -3.87439 0.26035
H -3.42425 -5.24281 -0.06907
H -1.70045 1.36833 2.50894
H -3.98175 1.36736 3.36115
H -5.89643 0.97093 1.83655
H -5.45254 0.62575 -0.60513
H -2.48480 1.52687 -3.40950
H -2.04803 2.35567 -1.89356
H -3.72587 2.43916 -2.50038
O 2.69923 -0.05348 2.46970
C 3.12742 -0.34752 1.30668
O 2.32315 -0.82448 0.45538
C 4.42523 0.18316 0.80881
C 5.64658 -0.43039 1.00846
C 6.79627 0.11838 0.45350
C 6.69151 1.28522 -0.29257
C 5.46626 1.90354 -0.47465
C 4.29361 1.37737 0.07299
S 2.75091 2.22717 -0.12502
H 5.69947 -1.33884 1.59621
H 7.75595 -0.36036 0.60137
H 7.57754 1.72684 -0.73445
H 5.40391 2.82170 -1.04537
```

Computed properties:
HOMO = -4.582 eV
charge = -1
energy relative to the best compared isomer or geometry (same formula, charge and spin) = 0.0 kJ/mol
gap between HOMO and LUMO = 0.24936 hartree
largest force on an atom = 1.093 eV/Å

A structure of composition C3H35O15Y in a non-equilibrium geometry. Source: the Open Molecules 2025 dataset; level of theory: wB97M-V/def2-TZVPD.

XYZ file:
```
54
C3H35O15Y, DFT wB97M-V/def2-TZVPD
Y 20.55059 -16.51347 17.21781
C 18.32446 -19.44796 14.23426
C 18.70712 -19.12267 15.67836
C 19.51623 -20.25626 16.31060
O 19.45489 -17.91677 15.70462
H 17.60397 -18.72087 13.85572
H 17.88031 -20.44082 14.14294
H 19.17055 -19.45726 13.54348
H 17.79142 -19.03471 16.25395
H 19.24826 -20.39468 17.36956
H 20.59501 -20.15506 16.25776
H 19.15705 -21.23978 15.99734
O 21.12588 -22.35566 14.20256
H 20.29314 -22.57864 13.77364
H 21.38334 -23.15793 14.67079
O 23.15301 -20.31298 15.61877
H 23.93504 -20.82314 15.86831
H 22.39901 -20.86650 15.86500
O 18.34555 -19.31789 19.70770
H 18.37640 -19.06032 20.63944
H 17.66585 -20.00787 19.66499
O 18.30134 -22.38242 19.33898
H 18.80239 -23.13786 18.98408
H 18.97484 -21.74164 19.58492
O 19.95208 -23.84470 17.59269
H 20.16414 -24.61144 17.04835
H 19.70175 -23.15835 16.96464
O 14.14673 -19.37638 12.71984
H 14.28953 -20.03984 13.40090
H 13.22172 -19.47809 12.46465
O 19.77790 -19.56690 10.37398
H 19.67350 -19.01435 11.15842
H 20.59266 -19.25136 9.97352
O 17.04722 -23.77485 15.19717
H 17.76692 -23.41993 14.66789
H 16.54540 -23.00430 15.48244
O 22.35739 -17.82839 16.28542
H 23.14714 -17.36103 15.96949
H 22.59017 -18.79576 16.19380
O 20.54403 -18.31507 18.58686
H 19.65537 -18.67289 18.89879
H 21.16236 -19.05286 18.69699
O 18.20592 -16.11624 13.69471
H 17.31149 -16.44863 13.50476
H 18.63865 -16.80376 14.21818
O 20.19044 -17.16907 11.80774
H 19.57237 -16.90411 12.51074
H 21.06006 -17.18944 12.21954
O 15.66478 -17.12214 12.60753
H 15.79307 -16.95287 11.66788
H 14.99007 -17.83743 12.63888
O 15.45326 -17.68458 16.93084
H 16.13763 -18.13998 16.43920
H 15.01519 -18.37551 17.44056
```

Computed properties:
HOMO = -14.374 eV
charge = +2
energy relative to the best compared isomer or geometry (same formula, charge and spin) = 486.5 kJ/mol
gap between HOMO and LUMO = 0.18639 hartree
largest force on an atom = 6.283 eV/Å

A cluster of 11 separate species, C28H79IN4O12PS in total in a non-equilibrium geometry. Source: the Open Molecules 2025 dataset; level of theory: wB97M-V/def2-TZVPD.

XYZ file:
```
126
C28H79IN4O12PS, DFT wB97M-V/def2-TZVPD
C 6.63407 -3.86175 3.79952
C 5.43176 -4.12656 2.90723
O 4.19653 -4.10509 3.59940
C 3.77866 -2.80902 4.00790
C 2.29234 -2.61088 3.70168
C 2.08771 -1.93506 2.34888
N 2.77474 -2.80398 1.36649
C 2.45966 -2.70672 0.06099
N 3.40557 -3.05098 -0.83237
P 3.30042 -3.00605 -2.55764
S 3.78607 -1.33004 -3.34130
N 1.28139 -2.22242 -0.33374
C 0.17163 -2.20238 0.63452
C -0.59712 -3.51773 0.61576
I 0.32695 -5.22367 1.55720
C -0.94516 -3.95027 -0.82021
C -2.06719 -4.98119 -0.87145
C 0.63639 -1.55725 1.96959
C -0.42028 -1.87058 3.04174
C -0.42525 -0.95760 4.28620
C -1.51243 0.14237 4.28255
C -0.99106 1.48320 4.84145
C -1.41687 2.74723 4.05155
N -0.33537 3.68827 3.77717
C 0.57590 -0.02693 1.67185
O 1.36011 0.74109 2.55018
C 2.38684 1.48395 1.91774
H 6.42034 -3.13984 4.58419
H 6.94395 -4.78688 4.28158
H 7.48223 -3.49246 3.22490
H 5.42074 -3.41640 2.07094
H 5.52158 -5.12160 2.47491
H 4.38573 -2.03215 3.53698
H 3.92570 -2.70278 5.08395
H 1.80229 -3.58182 3.71999
H 1.88334 -1.99280 4.49265
H 2.68798 -1.03075 2.40158
H 2.96832 -3.74643 1.69125
H 4.29358 -3.33170 -0.44450
H 2.00460 -3.48418 -2.81554
H 4.13681 -4.07234 -2.90246
H 1.00506 -2.46580 -1.27422
H -0.55938 -1.48703 0.24518
H -1.54503 -3.38193 1.12600
H -1.23797 -3.05124 -1.37305
H -0.05323 -4.35362 -1.30573
H -1.65896 -5.98693 -0.83983
H -2.80270 -4.83217 -0.08719
H -2.58384 -4.89675 -1.82638
H -1.39130 -1.74544 2.55610
H -0.38468 -2.90560 3.37378
H 0.54490 -0.52010 4.49540
H -0.64479 -1.60982 5.12747
H -1.93737 0.26643 3.28724
H -2.31900 -0.18790 4.93391
H 0.09497 1.48395 4.90153
H -1.36175 1.57120 5.86330
H -1.81413 2.41786 3.09442
H -2.18784 3.26227 4.62111
H 0.08776 3.51560 2.87955
H 0.36836 3.68179 4.49746
H 0.90689 0.14735 0.64286
H -0.46197 0.29692 1.73465
H 3.04406 1.84998 2.70253
H 2.96125 0.85836 1.23188
H 1.98065 2.35084 1.39565
C 0.26473 -2.09715 8.37308
O -0.22372 -2.80536 7.23433
H -0.21472 -1.12194 8.37791
H 0.01452 -2.61813 9.29948
H 1.34766 -1.95854 8.32017
H 0.19367 -3.66963 7.22791
C -2.10048 4.34207 0.66567
O -1.14480 3.39018 0.20037
H -2.40954 4.05284 1.66675
H -1.65398 5.33668 0.70725
H -2.97253 4.36324 0.00996
H -0.88735 3.69082 -0.67924
C -3.93616 -1.86632 -1.99831
O -3.08644 -1.17387 -1.07489
H -4.61520 -2.49035 -1.42260
H -4.50624 -1.15749 -2.59639
H -3.34021 -2.50036 -2.66220
H -2.51293 -0.60388 -1.59379
C -2.44577 5.50763 -2.79422
O -1.19961 5.33645 -2.11551
H -3.01767 4.59066 -2.66520
H -3.01071 6.34169 -2.37259
H -2.27973 5.68532 -3.85828
H -0.68518 6.13847 -2.22871
C -0.94693 4.04703 -5.83694
O -1.86909 4.83272 -6.57985
H -1.29404 4.01972 -4.80817
H -0.90857 3.02368 -6.22258
H 0.05508 4.48325 -5.86856
H -1.56792 4.85839 -7.49464
C -3.00876 1.00657 -5.22158
O -4.03766 0.50159 -4.38271
H -2.11179 0.41141 -5.05911
H -3.29221 0.93758 -6.27552
H -2.79371 2.04962 -4.97905
H -4.80886 1.05410 -4.55205
C -5.44288 4.12224 -5.61349
O -5.59913 2.98044 -4.75439
H -4.49143 4.58733 -5.37076
H -5.43033 3.82231 -6.66197
H -6.24909 4.84023 -5.45211
H -6.44363 2.57277 -4.97109
C -5.66339 3.22428 -1.13626
O -6.51989 4.03166 -1.93155
H -6.03796 3.25590 -0.11604
H -5.65962 2.18561 -1.47954
H -4.63831 3.60331 -1.14488
H -6.18442 3.99816 -2.83258
C -1.86612 4.09314 -10.35443
O -1.00158 4.79597 -9.46111
H -2.49618 3.44428 -9.75185
H -2.50153 4.78360 -10.91234
H -1.29387 3.48061 -11.05390
H -0.44077 5.37531 -9.98084
C 10.57105 -4.31888 2.74736
O 9.83768 -3.44014 1.89506
H 10.16346 -4.21299 3.74934
H 10.46487 -5.35956 2.43142
H 11.63037 -4.05518 2.76956
H 10.19638 -3.52514 1.00930
```

Computed properties:
HOMO = -10.262 eV
charge = +1
gap between HOMO and LUMO = 0.29029 hartree
largest force on an atom = 1.154 eV/Å

A structure of composition C21H24ClNOsPSSe2Si. Source: the Open Molecules 2025 dataset; level of theory: wB97M-V/def2-TZVPD.

XYZ file:
```
53
C21H24ClNOsPSSe2Si, DFT wB97M-V/def2-TZVPD
Os -0.47187 -0.19921 1.16152
C -5.76993 -0.84471 -0.67627
Si -5.11086 0.64847 -1.57979
C -4.22796 0.16438 -3.15011
C -6.46488 1.88308 -1.91709
C -3.84490 1.50270 -0.43797
C -3.97542 2.83521 -0.02164
C -3.04468 3.43667 0.81102
C -1.96498 2.69488 1.25872
N -1.81990 1.42890 0.88141
C -2.72402 0.86918 0.05786
S -2.09821 -0.78771 -0.20206
H -6.51739 -1.35097 -1.29127
H -6.24843 -0.56087 0.26280
H -4.98798 -1.57230 -0.45018
H -4.92271 -0.32127 -3.83871
H -3.41014 -0.53423 -2.96315
H -3.81496 1.03947 -3.65547
H -7.22185 1.42682 -2.55846
H -6.09399 2.76956 -2.43563
H -6.96623 2.20304 -1.00149
H -4.82455 3.41584 -0.36101
H -3.15394 4.46580 1.12074
H -1.21698 3.09503 1.92890
Se 1.02464 -2.23878 1.10157
P 2.61000 -0.86276 0.51393
Se 1.42154 1.02750 0.46699
C 3.95163 -0.73958 1.70207
C 3.95021 0.22269 2.70783
C 4.95465 0.21849 3.66337
C 5.94694 -0.74963 3.62305
C 5.94253 -1.71845 2.62747
C 4.94830 -1.71793 1.66479
C 3.34062 -1.22733 -1.08080
C 4.52296 -0.57581 -1.44631
C 5.05381 -0.78122 -2.70748
C 4.41130 -1.63084 -3.60022
C 3.23539 -2.27156 -3.23919
C 2.69112 -2.06680 -1.98110
H 3.17452 0.97694 2.74325
H 4.96098 0.97266 4.43840
H 6.72892 -0.75101 4.37056
H 6.71531 -2.47458 2.60161
H 4.94855 -2.47304 0.88877
H 5.02590 0.08138 -0.74879
H 5.96904 -0.28227 -2.99536
H 4.83300 -1.79388 -4.58310
H 2.74054 -2.93422 -3.93595
H 1.77475 -2.56582 -1.69143
Cl -1.70824 0.91004 4.00614
C -0.86542 -0.38397 3.12655
H -1.47996 -1.29195 3.17492
H 0.07326 -0.58603 3.64577
```

Computed properties:
HOMO = -11.229 eV
charge = +1
energy relative to the best compared isomer or geometry (same formula, charge and spin) = 0.0 kJ/mol
gap between HOMO and LUMO = 0.25624 hartree
largest force on an atom = 0.208 eV/Å